The following is a quantum chemistry calculation of one molecule with the formula C4H3NO3 in a non-equilibrium geometry, from the Open Molecules 2025 dataset.

Structure (XYZ):
```
11
Properties=species:S:1:pos:R:3:forces:R:3:mulliken_spin:R:1
C 1.29777 -0.47970 0.02720 1.7 0.0 -0.6 0.054
C -0.69271 1.09108 -0.55271 2.3 1.2 -1.8 0.074
C 0.36644 -1.28651 0.80116 0.1 2.7 -1.8 0.657
C -1.54845 0.25748 0.21614 0.1 -1.3 0.8 0.599
N 0.74779 0.65174 -0.56111 -1.0 1.6 0.0 0.039
O 2.49909 -0.68178 -0.18738 -1.2 -0.5 0.8 0.170
O -0.95814 2.05981 -1.25756 -0.4 -0.9 1.1 0.229
O -0.90476 -0.81992 0.75485 -2.3 -1.2 1.5 0.175
H 0.34906 -2.24443 1.21953 0.8 -1.1 0.4 0.013
H -2.65319 0.12877 0.50033 1.9 1.1 -1.1 -0.008
H 1.49710 1.32346 -0.96046 -2.1 -1.5 0.8 -0.002
```
Forces are in eV/Å.

2S+1: 3
max |F|: 0.0624 hartree/bohr
electronic energy: -11825.369 eV
charge: 0
LUMO energy (spin up / spin down): 0.562 / -2.579 eV
HOMO energy (spin up / spin down): -0.3012 / -0.3737 Eh